Computed, not measured: an isolated molecule of C3H2N2O2S in a non-equilibrium geometry, with the ωB97M-V functional and the def2-TZVPD basis.

```
10
C3H2N2O2S (the ωB97M-V functional and the def2-TZVPD basis)
N -0.16 -0.64 -0.27
H -1.16 -2.40 -0.17
C 0.83 1.39 0.14
H 1.65 2.21 0.34
O -0.70 -1.79 -0.80
N -0.31 1.55 0.59
C 1.12 -0.06 -0.28
C -0.99 0.30 0.33
O 2.24 -0.48 -0.59
S -2.52 -0.08 0.70
```

Computed properties:
LUMO energy, eV: -1.69
Orbital gap, eV: 7.974
ΔE to the lowest compared entry with this formula, charge and spin, kJ/mol: 395.0
SMILES: O=C1C=NC(=S)N1O

Computed, not measured: C3H4ClI as an isolated structure in a non-equilibrium geometry, with the ωB97M-V functional and the def2-TZVPD basis.

```
9
C3H4ClI (the ωB97M-V functional and the def2-TZVPD basis)
I -0.38 0.25 2.68
C -0.60 0.32 -0.73
H 1.15 1.17 0.09
C 0.10 -0.63 0.81
H -0.47 -1.60 0.66
C 0.80 0.18 -0.19
Cl -1.10 -0.55 -1.99
H -0.99 1.23 -0.41
H 1.49 -0.38 -0.91
```

Computed properties:
LUMO energy, eV: 0.48
Orbital gap, eV: 8.620
ΔE to the lowest compared entry with this formula, charge and spin, kJ/mol: 169.0

Computed, not measured: C5H9EuMgO4 as an isolated structure in a non-equilibrium geometry, with the ωB97M-V functional and the def2-TZVPD basis.

```
20
C5H9EuMgO4 (the ωB97M-V functional and the def2-TZVPD basis)
H 0.53 -0.91 -1.14
H -1.42 -1.48 1.18
H -3.73 0.71 -0.68
H -3.49 -1.00 -1.19
C -1.18 -1.26 0.13
C -3.29 -0.26 -0.40
O -1.88 -0.08 -0.28
C 1.80 2.11 0.03
H 0.88 -1.84 0.36
H -1.50 -2.11 -0.50
Mg 4.38 0.03 1.71
O 4.46 -0.59 -0.05
Eu -0.96 1.91 0.29
O 0.61 0.22 0.57
H -3.71 -0.60 0.56
H 2.73 2.68 -0.05
C 1.88 0.77 0.24
O 0.67 2.73 -0.27
H 2.94 0.00 -0.41
C 0.29 -1.01 -0.07
```

Computed properties:
LUMO energy (spin up / spin down), eV: -4.47 / -4.46
Orbital gap (spin up / spin down), eV: 5.961 / 5.968
ΔE to the lowest compared entry with this formula, charge and spin, kJ/mol: 613.3
Total charge: +1
⟨S²⟩: 15.761
2S+1: 8

Computed, not measured: a 2-piece molecular cluster, C22H23F2N5O2 overall in a non-equilibrium geometry, with the ωB97M-V functional and the def2-TZVPD basis.

```
54
C22H23F2N5O2 (the ωB97M-V functional and the def2-TZVPD basis)
H 3.87 -1.61 -6.64
C -5.09 0.08 1.04
C -4.89 1.99 -0.58
C 4.68 -2.73 -3.65
F 5.11 -3.86 -3.06
H 4.28 1.18 1.33
C 3.70 2.44 -1.11
H -5.84 1.17 3.47
H -5.58 2.49 -1.27
H -1.16 -2.08 1.41
O -3.50 0.26 5.11
H -2.78 -2.09 3.16
C 3.60 0.37 1.09
N -5.59 0.91 0.11
C -1.61 -1.11 1.64
C -2.74 -0.77 0.67
H -0.86 -0.32 1.62
H 3.45 -0.29 3.14
C 3.13 -0.46 2.12
H -4.55 2.34 3.04
H 4.12 3.99 -2.51
H -5.05 2.12 4.73
C 4.07 -0.38 -3.47
N 4.00 2.99 -2.34
H 1.16 -2.53 0.30
H -1.61 -0.89 3.79
C 3.92 0.88 -2.72
C -3.62 0.20 1.47
N -3.36 -0.11 2.88
C 2.25 -1.50 1.84
H -4.05 1.60 -1.14
H 1.96 -1.06 -1.53
N 4.45 -2.74 -4.98
C 4.05 -1.61 -5.57
C 1.84 -1.72 0.52
H -6.56 0.75 -0.11
C 3.86 -0.43 -4.85
C -4.90 1.62 3.78
C 4.50 -1.58 -2.88
F 1.78 -2.28 2.83
C -3.87 0.52 3.96
C -2.32 -1.12 2.98
H 3.55 0.47 -5.39
O -5.82 -0.79 1.51
H 4.72 -1.63 -1.82
H -2.37 -0.32 -0.25
H -3.30 -1.68 0.45
H -3.26 1.22 1.29
C 3.18 0.16 -0.24
H -4.54 2.73 0.15
C 3.61 1.09 -1.30
H 3.51 2.98 -0.18
C 2.31 -0.89 -0.52
N 4.12 2.04 -3.31
```

Computed properties:
LUMO energy, eV: 0.25
Orbital gap, eV: 9.112
SMILES: Fc1ccc(-c2c[nH]nc2-c2ccnc(F)c2)cc1.CNC(=O)[C@@H]1CCCN1C(C)=O

Computed, not measured: a 2-piece molecular cluster, C5H14 overall in a non-equilibrium geometry, with the ωB97M-V functional and the def2-TZVPD basis.

```
19
C5H14 (the ωB97M-V functional and the def2-TZVPD basis)
H 0.33 -1.06 -2.58
H -0.43 -2.67 -2.19
H 2.03 0.81 1.84
H -1.34 -2.19 1.29
C 1.24 1.44 1.23
H 2.16 3.43 0.31
C -0.51 -1.63 -1.98
C -0.38 -1.42 -0.56
C -1.69 -1.67 0.27
H 1.03 3.50 1.74
H -0.21 -0.33 -0.28
H -2.05 -0.79 0.85
H -2.47 -2.27 -0.15
H 0.42 -1.99 -0.08
H 1.28 0.74 0.33
H 0.40 3.10 -0.02
H -1.26 -1.32 -2.71
C 1.20 2.89 0.84
H 0.27 1.44 1.83
```

Computed properties:
LUMO energy, eV: 0.99
Orbital gap, eV: 11.415
ΔE to the lowest compared entry with this formula, charge and spin, kJ/mol: 246.8
SMILES: CCC.CC

Computed, not measured: an isolated ion of composition C6H7N2OS and charge +1 in a non-equilibrium geometry, with the ωB97M-V functional and the def2-TZVPD basis.

```
17
C6H7N2OS (the ωB97M-V functional and the def2-TZVPD basis)
C -3.22 -0.64 -0.56
H 2.21 3.21 -0.65
C -1.86 -0.73 -0.74
N -1.24 0.37 -0.25
C 0.20 0.56 -0.13
H -3.87 -1.23 -1.02
N -0.12 3.06 0.14
H 0.49 -1.34 0.81
H -1.26 -1.62 -1.16
C -2.07 1.24 0.32
S -3.67 0.90 0.19
H 0.52 0.10 -1.05
H 0.31 0.28 1.95
H 1.93 -0.22 1.00
O 1.82 2.24 -0.61
C 0.83 -0.24 0.99
C 0.58 2.11 -0.20
```

Computed properties:
LUMO energy (spin up / spin down), eV: -7.31 / -7.29
Orbital gap (spin up / spin down), eV: 6.986 / 7.018
ΔE to the lowest compared entry with this formula, charge and spin, kJ/mol: 527.0
Total charge: +1

Computed, not measured: a 2-piece molecular cluster, C5H14NS overall in a non-equilibrium geometry, with the ωB97M-V functional and the def2-TZVPD basis.

```
21
C5H14NS (the ωB97M-V functional and the def2-TZVPD basis)
H 1.31 -0.52 -2.54
H -0.99 0.85 -2.00
H -2.20 -1.67 -2.21
C 0.34 1.86 3.30
H -0.29 0.83 -0.32
H 1.31 2.30 3.49
C 0.51 0.68 2.31
H -0.69 -2.77 -2.51
H -1.93 0.16 -0.62
N -0.39 -1.08 -1.26
C 1.07 -1.01 -1.52
H 0.78 -0.25 2.85
H 1.49 -2.05 -1.52
C -1.06 -1.72 -2.39
H -0.32 2.68 2.84
H -0.09 1.55 4.27
H -0.84 -1.23 -3.35
H -0.47 0.51 1.82
C -0.94 0.26 -1.03
H 1.57 -0.40 -0.70
S 1.83 1.02 1.10
```

Computed properties:
LUMO energy, eV: 3.78
Orbital gap, eV: 6.270
ΔE to the lowest compared entry with this formula, charge and spin, kJ/mol: 103.6
Total charge: -1

Computed, not measured: a 4-piece molecular cluster, C15H32BBrF3N4O17P2 overall in a non-equilibrium geometry, with the ωB97M-V functional and the def2-TZVPD basis.

```
75
C15H32BBrF3N4O17P2 (the ωB97M-V functional and the def2-TZVPD basis)
H 8.59 -1.18 -6.46
H -4.17 2.18 2.03
H 5.81 -3.38 -6.69
C 6.87 1.52 -4.46
C 9.48 -1.68 -6.08
H 9.86 -1.16 -5.20
C -4.36 -0.55 5.25
C 10.91 -0.57 -7.54
O -7.33 0.49 8.03
H -10.26 1.44 7.20
O 7.07 0.36 -5.26
H -2.36 -3.12 5.34
N -5.55 0.01 5.96
O -2.45 -1.02 2.61
H -5.81 2.83 3.68
H 9.22 -2.69 -5.80
C -5.09 2.06 3.98
O 11.84 -0.78 -8.47
H 5.32 -3.05 -5.02
F -4.12 4.54 3.76
C -2.93 0.64 -1.68
H 11.61 0.99 -9.53
H 2.35 -0.64 -2.53
C 5.44 -2.61 -6.01
H 12.88 1.01 -8.27
P -8.41 0.61 6.89
O 0.43 -0.24 -1.99
O -9.37 1.83 7.27
H -3.16 0.39 6.42
B -4.04 -2.02 5.84
N -7.67 0.88 5.32
H -3.39 0.01 -2.44
O 10.49 -1.75 -7.10
H -2.91 1.68 -2.01
C -6.44 0.59 5.05
Br -8.73 1.56 3.94
H -3.52 -3.07 4.13
H 6.81 1.26 -3.41
C 12.38 0.41 -9.04
H 4.48 -2.25 -6.38
H 13.12 0.11 -9.77
F -2.15 3.67 4.00
O 5.09 -0.45 -4.52
O -4.54 -2.47 1.94
C 6.09 -0.54 -5.19
C -3.24 3.66 3.25
H 5.98 2.06 -4.77
H -1.98 -1.01 1.76
H -3.51 0.57 -0.77
H -3.76 -3.04 1.89
O -1.02 0.57 -3.53
C -3.85 2.25 3.08
H -7.64 -0.07 8.76
P -4.03 -0.97 2.33
O -4.46 -2.26 7.15
H -5.33 0.69 6.69
H -3.69 -2.66 7.59
H -5.75 -1.28 3.88
N -5.78 0.74 3.80
O -4.31 -0.13 1.17
C -4.99 -0.48 3.82
O -9.18 -0.61 6.81
O -3.17 0.18 5.48
F -2.90 4.10 2.04
O -1.61 0.18 -1.37
O 6.41 -1.56 -5.99
C 1.44 -0.27 -3.00
H -4.80 2.30 5.01
H 1.16 -0.93 -3.81
H -3.05 1.54 3.29
O 10.52 0.51 -7.16
H 1.63 0.74 -3.38
N -3.36 -3.09 5.13
H 7.73 2.17 -4.61
C -0.76 0.21 -2.41
```

Computed properties:
LUMO energy, eV: -4.75
Orbital gap, eV: 6.781
Total charge: +1

Computed, not measured: a 8-piece molecular cluster, C24H58ClN2O9 overall in a non-equilibrium geometry, with the ωB97M-V functional and the def2-TZVPD basis.

```
94
C24H58ClN2O9 (the ωB97M-V functional and the def2-TZVPD basis)
H -3.72 1.27 2.75
H -0.61 3.70 1.39
H -5.26 0.49 -3.15
H 5.70 1.13 -2.36
H 0.77 -9.33 0.09
H -6.24 -0.60 -1.10
H 2.92 2.50 -2.54
H -4.81 1.23 -0.81
N -0.27 2.45 -1.35
H 2.03 2.72 5.68
H -5.89 2.30 2.11
H 0.17 -5.88 -2.84
H -3.82 -0.51 -2.99
H -3.95 3.91 3.70
C -0.40 1.94 0.07
H -1.95 3.43 0.25
H -0.35 4.61 -2.57
H 2.28 -6.60 -1.74
H 2.57 -5.86 -0.16
C -4.20 1.99 3.41
H -0.37 -2.87 -3.03
C -5.69 2.03 3.15
H 2.60 4.21 -0.93
H 1.54 1.83 -3.43
H -0.58 -0.13 -0.54
H 7.18 3.77 -1.93
H 0.45 -8.19 2.81
H -2.15 0.73 -0.38
H -1.40 -9.71 0.89
C 1.00 3.11 -1.78
C -0.15 -9.06 2.52
O 3.29 2.28 0.25
C -0.76 -1.88 -3.28
H 5.07 3.64 -0.95
H -6.14 1.05 3.34
C 0.98 1.66 0.68
C 3.88 1.60 1.17
H 1.05 4.58 -0.18
O -0.82 1.78 -2.27
O 0.17 -8.57 0.15
C 1.66 3.78 -0.57
O 5.11 3.72 -1.91
H -0.78 3.36 6.72
H 0.43 -1.67 -5.07
H 1.62 4.07 6.73
O 0.08 -5.09 -2.31
H -1.24 0.25 1.05
C 1.98 2.81 0.56
H 1.47 2.41 7.32
H -1.81 -1.84 -2.99
H -1.44 -7.97 1.18
C -4.89 -0.47 -2.79
H 7.46 1.32 -2.30
H -6.18 2.76 3.79
H 6.48 1.61 -0.86
O -3.57 3.24 3.13
H 0.52 -9.93 2.50
N 4.41 0.97 1.98
H -5.39 -1.26 -3.36
C -0.79 -8.84 1.16
H 1.37 5.02 -2.74
H -0.90 -9.23 3.29
H 0.65 3.83 -3.80
H 0.82 1.46 1.74
C 1.34 3.05 6.45
C 2.14 -5.69 -1.14
H -1.78 2.41 1.66
O -0.01 -0.94 -2.51
C -0.09 3.01 5.95
H 0.30 3.59 4.13
C 1.92 2.08 -2.44
H 6.37 3.29 -3.42
C -1.22 2.94 0.89
C -5.16 -0.63 -1.30
O -0.30 3.88 4.83
C 0.64 4.21 -2.79
C 6.51 1.72 -1.94
H -0.37 1.99 5.68
C 6.36 3.18 -2.34
C 0.67 -5.35 -1.03
H 0.53 -4.43 -0.46
H -4.00 1.69 4.44
H -0.34 -0.06 -2.70
H -4.78 -1.58 -0.94
H -1.18 -2.36 -5.35
H 1.41 0.76 0.26
H 2.68 -4.88 -1.63
Cl 2.12 3.72 2.10
C -0.62 -1.62 -4.77
H 1.98 1.15 -1.88
O -4.49 0.36 -0.53
H 0.13 -6.16 -0.54
C -1.14 0.61 0.02
H -0.99 -0.63 -5.03
```

Computed properties:
LUMO energy (spin up / spin down), eV: 0.69 / 0.42
Orbital gap (spin up / spin down), eV: 9.007 / 9.925
⟨S²⟩: 0.754
2S+1: 2

Computed, not measured: C18H12Cl5N4O5RhS2 as an isolated structure in a non-equilibrium geometry, with the ωB97M-V functional and the def2-TZVPD basis.

```
47
C18H12Cl5N4O5RhS2 (the ωB97M-V functional and the def2-TZVPD basis)
C -1.32 -2.03 3.89
H -0.26 -1.97 4.13
H -2.53 -2.26 -0.42
Rh -1.85 0.76 0.16
C 2.16 1.88 3.34
Cl 3.70 1.58 4.04
H -0.27 -3.41 -0.05
C 1.81 1.61 -4.59
H -1.76 -1.04 3.97
C 2.62 -0.50 -3.85
C -3.73 -0.13 -1.60
H -1.54 -4.63 0.18
C -1.14 -3.69 0.54
N 1.90 2.75 -5.54
H 0.17 2.49 -3.52
C -0.29 2.36 2.21
C 2.70 0.56 -4.74
S -3.07 -0.43 1.71
O -0.71 -0.52 -1.19
H -1.81 -2.71 4.58
C 1.65 -0.50 -2.87
Cl 2.38 -0.57 2.18
C 0.84 1.65 -3.61
C -0.25 0.56 -1.67
H 3.44 0.60 -5.52
N -3.58 -1.25 -1.87
O -0.70 1.66 -1.21
O -0.21 0.21 1.18
N -2.15 -2.64 0.46
H 1.56 -1.33 -2.18
Cl 2.24 4.28 4.62
C 1.51 3.09 3.61
H 3.31 -1.33 -3.94
H 0.24 -3.67 2.26
C 0.77 0.57 -2.75
C 1.58 0.92 2.53
C 0.28 3.33 3.03
O 1.12 3.66 -5.39
Cl -0.57 4.80 3.31
N -1.46 -2.48 2.53
Cl -1.86 2.68 1.46
C -2.19 -1.92 1.57
C 0.32 1.14 1.93
C -0.83 -3.71 2.05
H -1.26 -4.58 2.56
S -3.75 1.47 -1.09
O 2.75 2.69 -6.41
```

Computed properties:
LUMO energy, eV: -1.27
Orbital gap, eV: 7.295
ΔE to the lowest compared entry with this formula, charge and spin, kJ/mol: 78.8

Computed, not measured: a 2-piece molecular cluster, C7H14O2 overall in a non-equilibrium geometry, with the ωB97M-V functional and the def2-TZVPD basis.

```
23
C7H14O2 (the ωB97M-V functional and the def2-TZVPD basis)
H 1.25 1.35 -1.95
C -2.48 0.04 -1.61
H 2.62 -1.87 3.08
C 1.10 0.90 -0.92
O 1.94 -2.31 2.61
C -0.13 0.40 -0.67
H -3.51 -1.30 -0.19
C -1.28 0.92 -1.47
H -1.09 1.41 -2.42
O 3.43 0.00 1.87
H -1.54 1.92 -1.03
H 1.29 -2.52 3.31
H -4.00 0.25 -0.16
H -0.43 0.01 0.28
C -3.03 -0.33 -0.24
H 2.07 -1.20 0.83
H 4.05 0.74 1.53
H 2.90 1.79 -0.12
H -2.41 -0.32 0.79
H -3.37 0.50 -2.01
C 2.27 0.79 0.00
H -2.28 -0.93 -2.28
C 2.62 -0.25 0.79
```

Computed properties:
LUMO energy, eV: 0.82
Orbital gap, eV: 8.799
ΔE to the lowest compared entry with this formula, charge and spin, kJ/mol: 341.0
SMILES: CCC/C=C/C=C/O.O

Computed, not measured: C2H8F12KN3O22S8 as an isolated structure in a non-equilibrium geometry, with the ωB97M-V functional and the def2-TZVPD basis.

```
56
C2H8F12KN3O22S8 (the ωB97M-V functional and the def2-TZVPD basis)
S 9.28 14.03 -21.32
N 5.00 16.78 -19.53
O 4.12 20.55 -18.03
F -0.60 20.58 -19.05
O -1.34 16.33 -20.98
O 5.86 18.15 -17.63
S -0.05 19.07 -22.50
O 1.82 22.02 -19.33
O 5.73 15.63 -17.36
O 2.70 23.57 -17.63
O 5.16 16.09 -22.02
S 3.43 20.91 -16.75
S -1.88 15.25 -20.11
H 0.53 14.84 -21.32
C -1.09 15.43 -18.31
O 9.16 14.83 -22.59
O -1.40 18.94 -23.02
K 2.85 19.46 -20.90
O 6.03 18.95 -20.63
F -1.58 16.57 -17.79
S -0.43 19.38 -20.16
F 9.60 14.92 -18.80
H 4.70 15.24 -22.01
H 5.55 18.23 -20.22
C 9.94 15.23 -20.04
S 1.95 22.36 -17.93
O 1.15 14.63 -22.01
F 0.23 15.54 -18.42
O 10.40 13.06 -21.40
F 7.19 16.76 -18.81
O 0.38 18.46 -19.41
H 0.32 18.81 -16.98
F 0.46 20.13 -23.58
F 0.42 22.82 -17.61
F 3.38 19.48 -16.00
H 1.15 19.88 -16.30
F -1.50 14.43 -17.50
H 1.99 14.94 -21.69
O -1.44 13.91 -20.56
S 5.75 16.84 -18.26
O -3.36 15.24 -19.99
N 0.37 20.07 -21.22
O 4.22 21.64 -15.79
O 0.81 17.93 -22.68
F 2.75 16.65 -20.38
F 9.55 16.45 -20.35
H 5.13 16.38 -21.11
S 3.44 16.50 -18.84
N 1.94 21.13 -16.79
H 6.50 18.55 -21.35
O 2.72 17.58 -18.13
O 3.11 15.10 -18.49
F 11.33 15.21 -20.24
O -1.85 18.98 -20.36
O 0.54 19.17 -16.12
O 7.99 13.42 -20.86
```

Computed properties:
LUMO energy (spin up / spin down), eV: 4.56 / -0.76
Orbital gap (spin up / spin down), eV: 6.066 / 0.747
Total charge: -3
⟨S²⟩: 0.769
2S+1: 2

Calculated values (eV) of DFT total energy for the records, taken in order: -21050.6396; -23796.1227; -38282.3224; -40168.2903; -5409.4918; -22185.6182; -17737.3238; -154289.4353; -59754.8273; -122348.0754; -11577.7741; -187330.7680.